A cluster of 9 separate species, C33H59FO27 in total in a non-equilibrium geometry. Source: the Open Molecules 2025 dataset; level of theory: wB97M-V/def2-TZVPD.

The geometry in XYZ format:
```
120
Properties=species:S:1:pos:R:3:forces:R:3
C -1.00652 -4.66561 3.11131 -1.074 0.535 -0.604
C -0.86884 -4.01549 1.73162 1.678 1.555 1.974
O -0.99968 -5.08035 0.87485 0.026 -0.535 -2.840
C -1.56863 -6.13580 1.44923 0.396 -2.732 -1.160
O -1.78912 -7.23097 0.93032 0.166 2.922 0.835
O -1.73571 -5.86976 2.71685 -0.314 0.197 2.920
H -1.55893 -3.99472 3.76922 -0.596 -0.501 -0.006
H -0.09117 -4.89299 3.65770 0.147 -0.488 -0.543
H 0.12461 -3.56972 1.68221 0.172 -0.360 -0.484
H -1.51610 -3.15865 1.54459 -0.728 -0.617 -0.054
C 0.46365 1.66523 -4.42286 -1.269 -0.237 -0.906
C 0.52346 0.41887 -5.32083 -0.379 -0.015 0.412
O 1.09098 -0.48763 -4.38339 0.858 -1.865 0.547
C 1.83212 0.14513 -3.45601 1.382 -0.471 0.489
O 2.63779 -0.35115 -2.66318 -2.500 1.184 -1.963
O 1.57850 1.45504 -3.60264 1.593 0.607 1.188
H -0.38146 1.69078 -3.73493 -0.418 -0.162 -0.344
H 0.47804 2.60291 -4.97842 0.538 -0.034 0.224
H 1.16526 0.50286 -6.19783 0.335 0.290 0.187
H -0.38497 -0.06760 -5.67607 -0.289 0.537 0.312
C 5.29173 1.14234 -0.93499 -0.795 -0.496 -0.004
C 6.25824 0.74062 0.17427 0.505 2.307 -0.006
O 5.85665 -0.24912 1.09084 -1.261 -2.475 1.716
C 4.89473 -0.14024 2.12687 -0.259 0.058 -2.037
O 4.41288 -1.09441 2.73509 1.629 2.762 -1.357
O 4.53622 1.16968 2.11309 -0.745 -0.279 0.969
C 3.59910 1.69659 3.10559 0.530 -1.010 0.698
H 4.47759 1.83074 -0.70828 0.286 0.092 0.514
H 4.78228 0.24810 -1.29400 0.020 -0.238 -0.025
H 5.81267 1.52551 -1.81243 0.280 0.136 0.194
H 6.65500 1.56659 0.76457 -0.588 0.594 -0.005
H 7.17624 0.49847 -0.36122 -0.033 -1.406 0.365
H 2.88373 0.94949 3.44935 -0.029 -0.242 -0.451
H 3.05130 2.57263 2.75836 0.504 -0.175 -0.478
H 4.18942 1.91294 3.99599 0.001 0.396 -0.080
C -5.02073 -1.29766 2.27946 0.820 0.569 0.334
C -3.50865 -1.01873 1.97412 -1.638 -0.559 -0.689
O -2.81316 -1.47378 3.10074 1.949 0.744 2.362
C -2.47220 -0.65294 4.13802 -2.202 3.400 -0.510
O -2.94958 0.50604 4.34119 2.078 -4.735 -0.576
O -1.56526 -1.32279 4.86964 -0.391 -0.131 -1.916
C -1.30346 -0.90931 6.15203 -0.602 1.338 2.690
H -5.21349 -0.76500 3.21070 -0.082 0.644 -0.149
H -5.25887 -2.30614 2.61762 0.394 -0.320 -0.800
H -5.70858 -0.93263 1.51675 0.087 -0.166 -0.042
H -3.34297 0.00894 1.65079 0.052 0.326 0.846
H -3.01158 -1.60708 1.20284 -0.819 -0.264 -0.329
H -1.77443 -1.60777 6.84373 0.418 -0.349 0.059
H -1.77481 0.03574 6.42187 -0.249 0.206 -0.559
H -0.26158 -0.72352 6.41292 0.206 -0.650 -0.619
C -2.73039 -3.06416 -1.50883 1.118 0.082 -0.395
C -4.15977 -3.30148 -1.26225 -1.060 -0.985 0.657
O -4.28303 -3.57430 0.14037 2.421 4.373 -1.683
C -4.97118 -4.48485 0.65541 -2.078 -3.328 -2.586
O -5.75500 -5.18956 0.03954 -0.178 0.280 0.932
O -4.52681 -4.62727 1.84597 0.486 1.423 2.158
C -4.97194 -5.69199 2.57203 0.243 -2.341 1.699
H -2.69999 -2.86191 -2.57948 0.718 0.124 -0.073
H -2.13191 -3.93513 -1.24177 -0.146 -0.292 -0.358
H -2.25666 -2.27709 -0.92214 -0.423 0.487 -0.163
H -4.46982 -4.19606 -1.80235 -0.239 0.053 -0.038
H -4.80367 -2.47164 -1.55355 -0.031 0.047 0.222
H -6.03758 -5.90616 2.49054 0.161 0.028 -0.276
H -4.69921 -5.55193 3.61803 -0.246 0.496 0.024
H -4.32115 -6.52060 2.29278 -0.613 -0.607 -0.202
C 0.74390 -4.07450 -4.12557 0.148 -1.140 -0.659
C 0.79249 -3.99423 -2.61838 -2.363 0.650 -0.068
O 2.08597 -3.81232 -2.24329 4.339 0.291 0.914
C 2.54969 -3.63133 -0.98833 0.766 0.261 -0.827
O 1.86483 -3.64285 0.01252 1.381 0.197 -1.137
O 3.95581 -3.38595 -1.01121 -3.114 -0.787 2.382
C 4.68027 -3.30246 -2.18608 -0.062 1.156 -2.374
H 1.61415 -3.58054 -4.55774 -0.148 0.147 0.024
H -0.16855 -3.70123 -4.59056 -0.007 0.364 0.387
H 0.76554 -5.11956 -4.43456 0.301 -0.095 -0.095
H 0.39197 -4.87430 -2.11523 -0.384 0.150 0.001
H 0.26047 -3.07764 -2.36360 -0.505 -0.146 0.544
H 4.59959 -4.18181 -2.82509 0.057 -0.067 0.182
H 5.71891 -2.99031 -2.07703 0.092 -0.744 1.129
H 4.34056 -2.42789 -2.74090 -0.573 -0.129 -0.443
C 4.66590 9.31069 -2.11913 1.031 -0.139 0.900
C 4.27174 8.17498 -3.01926 -0.410 1.070 -1.540
O 4.44071 6.90372 -2.43925 -0.107 -0.252 1.580
C 4.04304 5.81170 -3.07908 -0.171 0.484 -4.065
O 3.95478 5.71942 -4.30992 -0.066 0.293 2.035
O 3.77813 4.85516 -2.25015 0.380 0.149 2.729
C 3.12770 3.70198 -2.64531 -0.420 -2.141 -1.468
H 5.75226 9.28209 -2.03489 0.108 0.344 0.124
H 4.29369 9.28513 -1.09497 -0.310 -0.385 -0.085
H 4.36329 10.27958 -2.51634 0.043 -0.185 -0.333
H 4.87678 8.24841 -3.92294 0.060 -0.169 -0.093
H 3.25475 8.38470 -3.35070 -0.342 -0.752 0.078
H 3.03805 2.90158 -1.91086 0.091 1.042 1.005
H 3.70537 3.13950 -3.37881 -0.036 0.533 -0.720
H 2.11490 3.89001 -3.00163 0.181 0.239 -0.143
C -7.37299 4.22620 1.61871 0.956 0.008 0.358
C -6.06685 3.55833 2.08959 -0.066 -0.279 -0.168
O -4.95264 4.12087 1.38555 -1.465 1.910 -1.601
C -3.70052 3.91134 1.68691 -0.922 -4.181 3.716
O -3.40033 3.11775 2.57518 0.388 0.857 -0.389
O -2.89598 4.49341 0.90715 -0.231 2.208 -2.308
C -1.51052 4.41490 1.06099 0.801 -0.183 -0.396
H -7.41857 5.16903 2.16379 -0.416 0.116 -0.265
H -8.21222 3.58862 1.89670 0.001 0.102 0.073
H -7.41071 4.41610 0.54604 0.139 -0.100 0.058
H -6.06862 2.48818 1.88249 0.028 -0.053 0.216
H -5.96740 3.74627 3.15865 0.263 -0.297 -0.017
H -1.15265 4.97404 0.19647 0.326 0.046 0.303
H -1.17302 3.38545 0.94088 0.079 0.080 0.386
H -1.20623 4.87773 1.99977 0.139 -0.227 -0.048
C 1.87459 -0.57403 0.58133 1.194 0.168 -0.293
C 0.48845 -0.71096 0.03135 0.909 0.038 -2.402
O 0.11651 0.61932 -0.44429 0.054 -1.140 0.264
C 1.12179 1.44164 -0.13365 -0.572 5.139 1.003
O 1.08745 2.69774 -0.16880 -0.208 -4.118 -0.683
O 2.12001 0.81003 0.40724 1.607 0.167 0.399
F -0.31869 -1.14459 0.95039 -2.193 -0.260 1.886
H 2.63834 -1.13664 0.04444 -0.192 0.053 -0.214
H 2.02558 -0.81146 1.63439 -0.574 -0.099 0.030
H 0.40457 -1.38055 -0.82464 0.074 0.078 -0.087
```
Positions in Å, forces in eV/Å.

As for the structure (SMILES): O=C1OC[C@@H](F)O1.CCOC(=O)OC.CCOC(=O)OC.CCOC(=O)OC.CCOC(=O)OC.CCOC(=O)OC.CCOC(=O)OC.O=C1OCCO1.O=C1OCCO1. The value obtained for the HOMO-LUMO gap is 0.3703 hartree. The HOMO energy is -0.36740 Eh. The value obtained for the relative energy (zero: lowest compared OMol25 entry of this formula, charge and spin) is 81.0 kcal per mole.

***

A cluster of 5 separate species, CH14N2O4 in total in a non-equilibrium geometry. Source: the Open Molecules 2025 dataset; level of theory: wB97M-V/def2-TZVPD.

The geometry in XYZ format:
```
21
Properties=species:S:1:pos:R:3:forces:R:3
N 1.42416 -2.24702 -0.17251 3.861 -2.466 0.775
C 2.53567 -1.46792 0.50451 -6.577 0.143 2.843
N 1.90908 -1.50059 1.95680 2.356 -0.207 1.173
H 0.87769 -1.68839 -0.73214 -1.135 0.967 -2.107
H 1.75329 -3.17278 -0.52209 -0.842 1.454 -0.159
H 3.50254 -1.96636 0.61855 -0.083 0.790 -0.776
H 2.22951 -0.37759 0.26860 2.106 -1.626 -0.172
H 0.89665 -1.57792 1.96782 0.268 0.155 -0.854
H 2.20215 -2.34890 2.48607 -0.008 0.835 -0.742
H -2.02055 3.29358 1.21078 -1.096 1.291 2.418
H -2.21242 1.99721 0.37642 0.631 1.527 0.362
O -1.73256 2.87060 0.45443 0.253 -2.171 -2.401
H -0.65060 0.73476 0.27770 -2.008 -0.560 0.605
H 0.43003 1.66523 0.73342 0.237 1.252 1.069
O 0.20281 1.03121 0.09023 2.266 -0.964 -1.363
H -3.02808 -0.40200 -0.23637 0.991 1.076 0.081
H -3.44088 0.83945 -0.90515 -0.319 0.760 -0.462
O -2.69408 0.52208 -0.40263 -1.069 -2.120 0.294
H -1.28939 0.64757 -2.08006 -1.377 0.482 -0.071
H 0.02019 0.45942 -1.58927 1.578 0.477 1.137
O -0.50328 0.19329 -2.31595 -0.033 -1.095 -1.651
```
Positions in Å, forces in eV/Å.

As for the structure (SMILES): NCN.O.O.O.O. The value obtained for the HOMO-LUMO gap is 0.2881 hartree. The HOMO energy is -0.28971 Eh. The value obtained for the relative energy (zero: lowest compared OMol25 entry of this formula, charge and spin) is 60.3 kcal per mole.

***

A cluster of 4 separate species, C4H14NO4S in total. Source: the Open Molecules 2025 dataset; level of theory: wB97M-V/def2-TZVPD.

The geometry in XYZ format:
```
24
Properties=species:S:1:pos:R:3:forces:R:3
C 0.62590 1.85740 -1.36745 0.296 -0.074 0.223
N 1.01178 0.55925 -0.81770 -0.448 0.189 -0.308
C -0.13753 -0.35112 -0.72336 0.599 -0.194 0.512
C -0.99561 -0.06170 0.52457 -0.511 -0.330 -0.293
S -2.48004 -1.13133 0.55864 -0.040 0.077 0.079
C 0.38193 -1.77171 -0.63568 0.132 0.264 -0.063
O 1.56971 -2.03009 -0.64192 -0.058 -0.105 -0.019
H 0.06968 1.78468 -2.31038 -0.026 0.015 -0.018
H 1.52720 2.44948 -1.52669 -0.006 0.050 -0.093
H 0.01879 2.39375 -0.63982 -0.108 0.004 -0.055
H 1.71475 0.12855 -1.41061 0.023 -0.008 0.097
H -0.77668 -0.32542 -1.61847 -0.100 0.088 0.004
H -1.27585 0.99596 0.53567 0.054 -0.023 -0.060
H -0.39355 -0.23907 1.41412 0.195 0.046 0.013
H -0.38116 -2.55557 -0.55967 -0.082 0.048 0.052
H 1.89681 0.43496 1.03319 0.249 -0.356 0.043
H 2.52766 -0.94308 1.03201 -0.087 0.524 0.394
O 2.45077 -0.14801 1.60026 -0.016 -0.210 -0.533
H 0.24068 -0.97180 3.70130 0.524 0.177 -0.040
H 1.64904 -0.47615 3.21150 -0.471 -0.206 0.191
O 1.12101 -0.70213 4.01054 -0.129 -0.019 -0.105
H -3.99508 -0.11610 -1.53777 0.053 -0.387 0.476
H -2.76430 0.69223 -1.70199 0.113 -0.088 0.233
O -3.60589 0.52701 -2.13030 -0.157 0.518 -0.731
```
Positions in Å, forces in eV/Å.

The value obtained for the HOMO-LUMO gap is 0.2461 hartree. The HOMO energy is -0.12764 Eh. Its charge is -1. The value obtained for the relative energy (zero: lowest compared OMol25 entry of this formula, charge and spin) is 13.5 kcal per mole.

***

A cluster of 2 separate species, C4H8 in total in a non-equilibrium geometry. Source: the Open Molecules 2025 dataset; level of theory: wB97M-V/def2-TZVPD.

The geometry in XYZ format:
```
12
Properties=species:S:1:pos:R:3:forces:R:3
C -2.41443 0.06934 -0.20765 0.599 0.865 -0.154
C -1.84681 0.90234 0.65396 -0.269 0.136 -0.062
H -1.82773 -0.68491 -0.71142 -0.255 -0.418 0.159
H -3.40117 0.32044 -0.56521 -0.167 -0.364 -0.126
H -0.83904 0.80817 1.02749 0.125 -0.137 -0.071
H -2.39324 1.77688 0.98279 -0.059 -0.062 0.263
C 1.63324 -0.52522 0.22986 -0.722 0.241 -0.241
C 2.65446 -0.58623 -0.60286 0.081 0.203 0.326
H 1.66673 -0.26159 1.27873 0.368 -0.233 0.057
H 0.63489 -0.65066 -0.17435 -0.058 -0.036 0.084
H 3.66681 -0.44257 -0.25465 0.141 0.008 -0.146
H 2.46628 -0.72599 -1.65668 0.215 -0.204 -0.089
```
Positions in Å, forces in eV/Å.

As for the structure (SMILES): C=C.C=C. The value obtained for the HOMO-LUMO gap is 0.4203 hartree. The HOMO energy is -0.37493 Eh. The value obtained for the relative energy (zero: lowest compared OMol25 entry of this formula, charge and spin) is 34.3 kcal per mole.

***

- The highest HOMO energy belongs to which entry?
  C4H14NO4S

***

- What is the relative energy (zero: lowest compared OMol25 entry of this formula, charge and spin) in the first record?
  81.0 kcal per mole

***

- HOMO-LUMO gap of number 1 (C33H59FO27)?
  0.3703 hartree